The following is a quantum chemistry calculation of a molecular structure, C41H46P2Re in a non-equilibrium geometry, from the Open Molecules 2025 dataset.

```
90
C41H46P2Re, DFT ωB97M-V/def2-TZVPD
H 2.0010 -0.3045 3.0478
C -1.1766 -1.4419 -4.5347
C -2.5695 -2.2310 2.0297
C -0.8659 -0.3329 4.1761
H 6.3292 -3.2985 0.7262
P -1.3372 -0.4403 0.2213
C -3.3389 -3.3450 2.3684
C -4.5491 2.7894 -0.7370
H -1.8781 2.5285 -4.9691
H -1.8683 1.5017 -2.7992
C -1.6623 0.8695 -3.6726
H 0.3142 3.0505 -4.6256
H 1.3929 -0.0174 5.7011
H 2.0776 -2.5490 0.7390
C -2.2502 2.0890 -0.4375
C 3.3486 -0.9159 0.0971
H -2.0513 0.4440 7.2326
C 1.9621 0.7147 2.6324
C 4.6536 -0.4556 -0.1201
C -3.1913 3.1007 -0.6758
C 0.4793 0.4293 6.1091
H -2.9283 -0.1804 5.8178
H -3.7933 -4.6375 -0.7568
H 4.8329 0.5646 -0.4534
Re 0.2384 0.7186 1.3408
H 2.9656 1.0015 2.2919
H -5.2849 3.5879 -0.8834
H 0.5236 0.3917 7.2058
H -1.1889 2.3367 -0.2853
C -2.0297 0.3532 6.1432
H 6.7284 -0.9818 -0.1036
H 3.7289 3.2907 -3.4001
C 5.4871 -2.6315 0.5429
H 3.3984 1.0138 -2.4042
H -3.5821 -3.5387 3.4150
H 0.4703 2.0475 -6.0793
C 1.1639 -0.2029 -4.3499
C -0.7647 -0.3274 5.6363
C 0.2222 -1.0780 -5.1179
C 0.2057 2.0232 -5.0068
C -3.7957 -4.2130 1.3686
C 3.3402 4.3146 -1.5363
C -4.0242 0.4384 -0.4090
H -4.4011 -5.0829 1.6282
C 3.1025 -2.2157 0.5552
C -2.6593 0.7604 -0.3060
C 0.9559 -0.6592 -1.3576
C -2.7038 -2.8405 -0.3078
H -0.7447 -1.8142 -1.8490
C 2.6033 2.9178 0.3040
H -2.0867 1.3558 5.7142
C 3.2102 1.9220 -1.8271
H -2.6102 -0.8897 -2.9855
H 2.2597 2.8100 1.3358
H -4.3537 -0.5959 -0.3054
P 1.9093 0.1912 -0.0667
H -1.8259 -1.6596 -5.3998
C -0.3388 -1.0260 -1.1961
C -4.9637 1.4598 -0.6184
H 1.9623 1.6755 -3.7840
C -2.2818 -1.9474 0.6875
H 2.0385 -0.7437 -3.9807
H -0.6177 -1.8457 7.2000
C 1.1577 1.1299 -4.2736
C -1.8486 -0.4524 -3.6372
H 0.1968 -2.2453 5.6745
C 2.9761 4.1742 -0.1961
H -1.5548 -2.3576 5.7743
C 2.6638 1.8069 -0.5460
H -6.0251 1.2223 -0.6671
H 0.0784 -0.7064 -6.1423
C -0.6900 -1.7760 6.1076
H 3.9978 -4.0850 1.1171
C 5.7174 -1.3316 0.0872
H -2.1793 -1.5694 2.8059
H 2.9523 5.0404 0.4696
H -1.5128 0.9828 -5.7878
H 3.5440 5.3044 -1.9453
C -3.4620 -3.9661 0.0332
H -1.0955 -2.3955 -3.9919
C 3.4570 3.1877 -2.3548
H 1.6754 1.3930 3.4531
C 4.1790 -3.0730 0.7715
H 0.7482 -2.0446 -5.2078
C -1.2727 1.6060 -4.9169
H -2.8636 4.1326 -0.7912
H 1.5406 -1.0571 -2.1816
H 0.4597 1.4760 5.7877
H -2.4620 -2.6632 -1.3544
C -0.5657 0.0185 2.9860
```

Values from the calculation:
Multiplicity = 4
Orbital gap (spin up / spin down) = 4.82 / 4.84 eV
Expectation value of S² = 3.813
Net charge = +2

***

The following is a quantum chemistry calculation of 2 unconnected molecules or ions with the total composition C41H47N6O in a non-equilibrium geometry, from the Open Molecules 2025 dataset.

```
95
C41H47N6O, DFT ωB97M-V/def2-TZVPD
H 4.8035 0.5319 0.7213
H -2.7259 0.8266 0.0174
H 0.2443 -0.8920 -0.2484
H 0.9559 3.1125 -1.0754
C -3.6151 0.3361 0.4043
C -4.1572 -0.9050 7.7732
C -5.7797 -0.6215 -0.0576
H -5.0636 0.1995 12.3807
C 4.0636 1.7077 -0.9326
O 4.1926 -1.9738 1.1501
C 2.7740 1.1783 1.0547
C -5.0667 -0.2396 2.2402
C 2.2166 -0.9717 2.2324
C -3.7653 0.1449 1.8064
C -4.0275 1.5043 7.0088
H 3.6689 0.4315 2.8542
H -4.5805 -4.2430 7.4361
H -3.8295 0.0958 10.2352
C -0.2132 -0.7123 2.5458
H -1.9217 -3.9103 0.2707
H -0.0713 -2.7146 -2.0026
H -0.4857 -4.3540 -1.4870
H 1.1995 -3.8766 -1.5190
C 2.6743 0.4842 2.3909
C 3.0180 -1.6192 1.1213
C -3.1360 2.6561 5.1697
H -4.3197 -0.0924 -1.5782
H -7.2452 1.7208 8.1813
N 2.1714 -1.7210 0.0360
C -2.6671 -3.2583 7.7597
C -6.0470 -0.6213 1.3223
N -3.6653 1.3477 5.5916
H -5.9082 -2.2033 7.7450
C -1.4452 -2.9351 0.4292
H -0.0646 -0.7262 3.6309
C -4.8164 -2.1322 7.6988
H -4.7227 3.3123 8.0553
H -3.0982 1.5470 7.5901
C 2.7839 -2.0188 -1.2416
H -4.5068 4.3502 5.4471
H 4.9827 1.5915 -1.5119
C -3.8488 3.7131 6.0392
C -2.0354 -2.0358 8.0326
H -3.0617 0.5539 5.4027
H 2.3748 -1.5420 3.1599
C 2.9899 2.4537 -1.4342
C -4.5479 -0.1283 -0.5110
N -6.1254 -0.5725 5.9455
H -1.9145 -2.2182 -0.2547
H -1.2970 0.0724 0.9550
H -8.4919 1.8227 10.3067
C -6.7747 1.3767 9.1070
C 3.9620 1.1000 0.3170
H 0.7863 1.9970 1.1449
C -6.8787 0.9617 11.4906
H -7.0348 -0.9392 1.6713
C -5.5584 0.5211 11.4562
C 0.1929 -3.5128 -1.3003
H 0.2356 -5.0497 0.9413
H 0.5703 -3.7845 2.1326
H 3.2338 -3.0283 -1.2339
N -6.3108 -1.3237 5.1003
C -4.0561 -3.3009 7.6182
C 0.6990 -4.0678 1.0855
N 0.8328 -1.1471 1.7834
H 2.0405 -1.9509 -2.0395
H -2.0718 -4.1715 7.6791
H 3.5829 -1.2809 -1.4226
C -4.6785 2.9082 7.0317
C -1.3699 -0.1289 2.0260
C -4.8610 0.4577 10.2381
C -2.7982 -0.8697 8.0873
H -7.4382 0.9859 12.4307
H -0.9635 -1.9771 8.2081
C 0.0429 -3.0525 0.1497
H -3.2360 2.8125 4.0835
H -2.3107 0.0646 8.3876
C -7.4798 1.4337 10.3150
H 2.0094 1.0191 3.0768
C -4.9193 0.4205 7.6532
H -5.7097 2.7465 6.6759
C 1.8071 2.5484 -0.6911
H -1.6457 -2.6287 1.4557
C -2.5991 0.1961 2.6466
H -2.7171 0.2974 3.7173
C 1.7040 1.9201 0.5536
C -5.5076 0.8026 9.0431
H 3.0788 2.9561 -2.4001
H -3.1184 4.3661 6.5284
H 1.7676 -4.1681 0.8691
H -6.5273 -0.9756 -0.7757
H -2.0614 2.7243 5.4069
N -6.1064 0.3309 6.7912
C 0.7444 -1.6658 0.3725
H -5.2728 -0.2774 3.3093
```

Values from the calculation:
Orbital gap = 5.78 eV
Net charge = +1

***

The following is a quantum chemistry calculation of a molecular structure, C41H48AsHfN6OPS3 in a non-equilibrium geometry, from the Open Molecules 2025 dataset.

```
102
C41H48AsHfN6OPS3, DFT ωB97M-V/def2-TZVPD
H -2.2850 1.1686 2.6603
C 2.0577 0.5699 5.1835
H 1.1663 -0.4371 -3.3233
H -2.3484 -2.6013 -0.4605
C 3.0827 -4.3315 -4.3467
C 2.8724 1.0447 4.1659
C 0.4364 -0.0262 -2.6281
C -5.7678 4.2231 -1.9339
H -1.2601 -1.1504 -3.4320
S 4.4199 -4.1823 -5.2594
C 1.5649 3.7251 0.6103
H 3.0071 1.6363 2.1133
C 2.3590 1.2472 2.8891
H 2.4581 0.4291 6.1804
H -2.4714 -1.6193 0.8178
H 3.9136 1.2693 4.3638
H 1.8916 -3.6468 -0.2878
H 3.8213 -6.6721 -5.7995
C -1.8886 0.4960 -2.2874
C 1.9665 -2.7275 1.6515
N 2.3882 -5.4094 -3.8432
H 2.2649 -9.6865 -2.2159
C -5.6660 2.8932 -1.5451
N -2.6541 1.4997 -2.6349
H 0.8139 -1.1709 2.1994
C 2.7453 -6.8163 -3.9429
C -1.3788 -3.3196 1.2146
H -1.3063 2.8599 0.2849
H -6.2626 4.4828 -2.8617
C 3.4123 2.8127 -1.2608
H 2.5337 5.6226 0.4094
S -0.2691 -3.3255 -1.9445
H 2.8231 -1.7751 -1.4082
C -1.2663 6.3680 2.4990
C -1.1471 2.3255 1.2242
H -1.0222 0.3904 -4.2518
H 3.1003 -0.9860 -0.0200
As -3.8947 3.0068 2.2558
H -4.3205 5.6838 0.7539
H 1.6740 -7.3068 -2.1446
H -0.8394 -4.0467 0.6160
C -0.9687 -0.1111 -3.2858
C -2.1016 5.8825 4.7001
H -6.1003 2.1127 -2.1621
H -0.1320 -3.4786 2.9569
H -2.6922 1.7983 -3.5953
H -0.7632 7.4995 4.2561
H 2.6805 -2.1403 2.2318
C 1.5213 2.3919 0.1948
Hf 0.0975 -1.0910 -0.7004
C 1.0738 -3.8878 -2.9177
C 1.0145 0.9796 2.6168
C 0.2108 0.4718 3.6462
H -0.8274 0.2300 3.4601
H 3.6660 -10.5699 -4.0632
C -2.4481 1.7091 1.7308
H 1.8664 -3.6956 2.1409
C 3.4027 -9.5204 -4.0313
H -1.9609 5.1122 0.9197
C -2.8343 4.8201 4.1826
H 4.4222 -9.0352 -5.8528
C -0.4766 -2.7142 2.2612
C 3.5034 -7.3110 -4.9965
H -0.7853 3.0393 1.9573
H -1.0463 -1.9820 2.8382
C 0.7264 0.2784 4.9214
H 0.0848 -0.0963 5.7098
H 4.1329 2.4529 -1.9851
H -2.2205 -3.8264 1.6850
N 2.4536 -1.6266 -0.4689
N 0.6653 -1.9978 1.6325
H 0.8766 4.1002 1.3610
N 1.2968 -5.1350 -3.0578
C 3.8289 -8.6613 -5.0277
H -0.6663 6.9812 1.8355
H -2.8850 1.0137 1.0131
C -1.9959 5.3053 1.9845
C -5.0468 2.5660 -0.3450
O -1.8127 0.0757 -1.0825
C -4.5164 3.5568 0.4851
C -2.7892 4.5155 2.8228
P 0.3187 1.2274 0.9302
C 2.4565 1.9495 -0.7409
C 2.6225 -9.0243 -2.9955
H 2.4398 0.9226 -1.0792
C 2.2911 -7.6813 -2.9458
S 2.2039 -2.8900 -3.8055
H -3.4557 4.2251 4.8419
H -5.3752 6.2601 -1.3833
C 2.5124 4.5900 0.0830
H -2.1536 6.1093 5.7581
C 2.5043 -2.9332 0.2565
H 4.1745 4.8175 -1.2606
C -4.6612 4.8896 0.1039
H -3.2530 1.9732 -1.9742
C -1.3187 6.6585 3.8588
H -5.0279 1.5287 -0.0192
H 3.5173 -3.3296 0.3022
C 3.4356 4.1374 -0.8526
N -1.8191 -2.2146 0.3181
C -5.2720 5.2185 -1.1021
H 0.6804 1.0356 -2.5267
```

Values from the calculation:
Orbital gap = 6.11 eV
Net charge = +2

***

The following is a quantum chemistry calculation of a molecular structure, C41H48AuN6OPS2 in a non-equilibrium geometry, from the Open Molecules 2025 dataset.

```
100
C41H48AuN6OPS2, DFT ωB97M-V/def2-TZVPD
H -2.4763 -4.3348 -1.3840
H -0.3137 -1.0876 -7.2410
C -0.0407 0.5981 -4.3156
N -1.4469 2.1789 0.5171
C -0.0803 0.4132 -2.8897
H 5.5526 1.7112 -1.7381
H -1.3603 -2.6700 4.3076
H 3.5945 -0.9844 0.7404
H 3.0943 -0.8558 -0.9493
C -3.2342 1.4048 2.0838
H -2.5756 -3.5448 2.8273
H -1.1539 -2.2654 -1.6577
H -5.6475 3.3827 3.4153
C 4.2330 3.1895 0.0070
C -1.2331 2.6463 -8.9916
C -4.3305 1.7844 2.8265
H 5.2475 0.4640 1.6499
C -1.3022 3.1127 -10.4153
H -2.8932 0.3770 2.0741
C -2.2536 -3.3156 1.8231
C -3.7461 -5.6918 2.4154
N 4.6610 0.4253 -0.3660
C 0.0651 0.3653 4.5737
H -4.5270 5.0892 2.0271
C -1.4699 -2.6061 -0.6802
H -4.8559 1.0487 3.4214
H -4.8973 -4.6983 -0.6969
C -0.1875 -0.2569 -6.5588
N 4.3258 2.2922 1.1657
H 0.0843 -0.5577 8.4146
N -1.0957 -1.8552 0.3589
H -2.0106 -6.7627 0.4798
H -2.4927 -0.3404 6.8340
C -2.2217 -3.7485 -0.5131
C -0.0614 1.0300 -7.0686
C 3.0498 1.9059 1.7120
N 3.7159 2.5126 -1.1759
H 0.2367 3.1026 -6.5872
C -2.0222 -1.3250 6.8717
H 0.2344 2.7214 -4.1521
C -0.9535 -1.7093 4.0254
H 3.5931 4.0370 0.2556
H 5.2320 3.5614 -0.2149
H 1.7434 3.0314 -0.7869
C 2.3285 2.1378 -1.0068
H -0.3053 3.3337 -0.8032
H 0.4773 1.6013 2.8678
H -2.7834 -5.8983 2.8905
H 1.2274 -0.1408 7.1416
C 5.1685 1.1440 0.8013
C -0.1276 0.2954 -1.6914
C -2.5763 2.3705 1.3177
C 4.5529 1.3565 -1.4918
H 3.1922 1.2722 2.5887
C -0.4615 -0.8495 5.0108
H -2.1049 -1.7042 7.8910
H -0.5937 3.9341 -10.5375
H -4.3497 -6.5957 2.4876
Au -0.2455 0.1296 0.2391
C -4.9570 -4.9222 0.3696
H -5.6561 -5.7486 0.5042
H 4.1424 0.8358 -2.3573
H -0.2973 0.7573 7.3138
H 2.4647 2.7778 2.0091
C -3.5812 -5.3149 0.9416
C -1.1206 3.2751 -0.0965
H 1.9353 1.6822 -1.9128
C -0.9220 -1.3598 2.6931
H -0.2901 -1.4769 -4.7990
C -2.6618 -4.1194 0.7578
C -4.7879 3.1102 2.8177
H 0.1977 -2.8477 7.7245
H -5.3622 -4.0470 0.8821
C -4.1638 4.0704 2.0517
O -1.8286 3.1053 -8.0642
H -3.0418 -6.3699 -0.9058
P 2.1003 0.9279 0.4024
C 0.1128 1.8871 -4.8328
S -2.0799 4.6461 0.2390
C -1.4513 -2.2136 1.6051
C 0.0896 0.6587 3.2282
H 0.4616 1.0902 5.2688
C 0.1181 -2.6255 6.6603
H 1.1233 -2.6531 6.2346
C -3.0546 3.6837 1.2996
H -1.0353 2.3226 -11.1142
C 3.4354 -0.2871 -0.0835
H -4.2640 -4.9130 2.9803
C 0.1079 2.1025 -6.1982
H -0.4736 -3.4221 6.2052
C -3.0317 -6.5256 0.1733
H 6.1610 1.5218 0.5604
C -0.5357 -1.2456 6.4760
H -2.5804 -1.9979 6.2174
H -3.6561 -7.3943 0.3814
H -2.2999 3.4918 -10.6261
C -0.1759 -0.4744 -5.1917
N -0.3800 -0.1871 2.3025
S -0.0811 1.2436 -8.8190
C 0.1644 -0.2301 7.3787
```

Values from the calculation:
Orbital gap = 5.25 eV
Net charge = +2